No. 1
{
  "formula": "C11H14N2O",
  "method": "ωB97M-V/def2-TZVPD",
  "total_energy_ha": -612.25500,
  "smiles": "Cc1ccc(O)cc1.Cc1c[nH]cn1",
  "e_above_lowest_kj_mol": 251.4,
  "orbital_gap_ha": 0.32763,
  "total_charge": 0,
  "lumo_energy_ev": 0.728,
  "symbols": ["C", "C", "C", "C", "N", "N", "H", "H", "H", "H", "H", "H", "C", "C", "C", "C", "C", "C", "C", "O", "H", "H", "H", "H", "H", "H", "H", "H"],
  "coordinates": [[-1.77755, -2.90364, -2.77252], [-1.10920, 0.62858, -2.60553], [-1.30640, -1.48286, -3.01657], [-1.54833, -0.78224, -4.20407], [-1.02619, -0.52051, -1.98521], [-1.39414, 0.55939, -3.94125], [-1.05495, 1.57782, -2.11929], [-1.29157, 1.29728, -4.56974], [-1.85285, -0.99010, -5.27250], [-2.65873, -2.95590, -3.51326], [-2.26867, -2.93145, -1.80280], [-1.22509, -3.75726, -3.03979], [3.08063, 2.22275, 3.12717], [0.46682, 0.34164, 1.14404], [1.52208, 1.21632, 1.44104], [-0.30021, -0.34160, 1.97223], [1.88171, 1.37934, 2.72218], [-0.01612, -0.09457, 3.33207], [1.01577, 0.81316, 3.65589], [-1.31844, -1.15795, 1.60821], [0.27264, 0.29672, 0.05429], [2.19373, 1.50483, 0.67133], [-1.36215, -1.40427, 0.69232], [-0.62588, -0.39857, 4.16274], [3.28587, 3.14307, 2.53029], [3.91410, 1.46609, 2.87084], [1.36217, 1.03137, 4.66676], [3.14094, 2.24256, 4.19112]],
  "mulliken_charge": [-1.014, -0.376, 0.130, -0.229, -0.188, -0.084, 0.416, 0.175, 0.324, 0.275, 0.221, 0.321, -1.305, 0.068, -0.550, 0.515, 0.719, -0.754, -0.462, -0.548, 0.194, 0.361, 0.258, 0.370, 0.309, 0.281, 0.230, 0.343]
}

=====

No. 2
{
  "formula": "C5H22O10",
  "method": "ωB97M-V/def2-TZVPD",
  "total_energy_ha": -955.39946,
  "e_above_lowest_kj_mol": 1692.6,
  "orbital_gap_ha": 0.27839,
  "total_charge": 0,
  "lumo_energy_ev": -0.376,
  "symbols": ["C", "C", "O", "C", "O", "O", "H", "H", "H", "H", "O", "H", "H", "O", "H", "H", "O", "H", "H", "O", "H", "H", "O", "H", "H", "O", "H", "H", "C", "C", "O", "H", "H", "H", "H", "H", "H"],
  "coordinates": [[7.78756, 13.26601, -1.64798], [7.99409, 11.74090, -1.38583], [7.53740, 11.18573, -2.54480], [7.04359, 12.08041, -3.37272], [6.29282, 11.81647, -4.33196], [7.33859, 13.29577, -3.00377], [8.72359, 13.79558, -1.47050], [6.92136, 13.54176, -1.04652], [7.37589, 11.50100, -0.52075], [9.01023, 11.44963, -1.11987], [6.55705, 13.15445, -6.23571], [5.62141, 13.29290, -6.08861], [6.98705, 13.76470, -5.63660], [7.70284, 10.11614, -7.48465], [8.42984, 9.93257, -6.88966], [7.06291, 10.58087, -6.94545], [6.83210, 11.31830, -5.99144], [6.49368, 12.15939, -6.29849], [7.27963, 11.52479, -5.17089], [5.79499, 9.37752, -4.83280], [6.46279, 8.90213, -4.33855], [6.10661, 10.28245, -4.84820], [5.71734, 11.48055, -8.18425], [6.26860, 11.78597, -8.90471], [6.32759, 11.06652, -7.57399], [6.60194, 14.33191, -7.82443], [6.64799, 13.63925, -7.16539], [6.69249, 15.14397, -7.32583], [8.75044, 10.55824, -4.67466], [9.65539, 10.22521, -5.71781], [9.19659, 9.06895, -6.29088], [7.73530, 10.78035, -5.00369], [9.18884, 11.46709, -4.26246], [8.67771, 9.74385, -3.95386], [10.67838, 10.00371, -5.41360], [9.65211, 10.99832, -6.48617], [9.23782, 8.33817, -5.66971]],
  "mulliken_charge": [-0.468, -0.382, -0.149, 0.567, -0.589, -0.355, 0.313, 0.346, 0.244, 0.320, -0.575, 0.446, 0.466, -1.013, 0.511, 1.303, -1.282, 0.502, 0.024, -0.766, 0.270, 0.665, -0.804, 0.253, -0.278, -0.809, 0.801, 0.206, 0.029, -1.325, -0.419, 0.121, 0.253, 0.406, 0.449, 0.408, 0.310]
}

=====

No. 3
{
  "formula": "C17H21ClN2O3",
  "method": "ωB97M-V/def2-TZVPD",
  "total_energy_ha": -1455.91545,
  "smiles": "Cc1c(Cl)cccc1NC(=O)CCCCCN1C(=O)CCC1=O",
  "e_above_lowest_kj_mol": 0.0,
  "orbital_gap_ha": 0.33968,
  "total_charge": 0,
  "lumo_energy_ev": 0.560,
  "symbols": ["C", "C", "C", "C", "C", "C", "C", "N", "C", "O", "C", "H", "H", "C", "C", "C", "H", "C", "N", "C", "O", "C", "C", "C", "O", "H", "H", "H", "H", "H", "H", "H", "H", "H", "H", "H", "H", "H", "H", "H", "Cl", "H", "H", "H"],
  "coordinates": [[4.17348, 1.64033, -0.31492], [3.73031, 0.21470, -0.15440], [4.63184, -0.81075, 0.10386], [4.22937, -2.13004, 0.23971], [2.88846, -2.44181, 0.12399], [1.95910, -1.44953, -0.12253], [2.37316, -0.13125, -0.26465], [1.45346, 0.90049, -0.49869], [0.20463, 0.82661, -1.03672], [-0.32263, -0.19327, -1.42675], [-0.46284, 2.18901, -1.12955], [0.21697, 2.87670, -1.63945], [-1.35829, 2.07838, -1.74289], [-0.85713, 2.77784, 0.23210], [-1.97568, 1.98855, 0.91542], [-1.47162, 0.78044, 1.70885], [-0.62919, 0.30893, 1.20224], [-2.55980, -0.28077, 1.88493], [-2.77012, -1.01205, 0.65225], [-1.92954, -2.03237, 0.25687], [-1.01695, -2.45015, 0.92082], [-2.37425, -2.49634, -1.10880], [-3.64749, -1.71113, -1.39560], [-3.78483, -0.74772, -0.23665], [-4.62910, 0.09778, -0.08108], [-4.53681, -2.34162, -1.43556], [-3.60069, -1.14756, -2.32699], [-1.57474, -2.24926, -1.80842], [-2.51072, -3.57700, -1.11465], [-3.51104, 0.17825, 2.16319], [-2.25506, -1.00463, 2.64527], [-1.12542, 1.10047, 2.69327], [-2.51921, 2.64831, 1.59475], [-2.68430, 1.65928, 0.15548], [-1.20090, 3.79996, 0.05934], [0.01143, 2.82944, 0.89345], [1.79824, 1.82745, -0.29666], [0.91433, -1.69720, -0.19075], [2.55878, -3.46196, 0.23764], [4.96274, -2.89561, 0.43725], [6.32608, -0.47109, 0.26867], [3.81182, 2.05402, -1.25631], [3.80670, 2.25775, 0.50709], [5.25750, 1.69843, -0.31442]],
  "mulliken_charge": [-1.717, 0.119, 0.742, -0.648, -0.796, -0.216, 0.425, 0.220, 0.140, -0.580, -0.982, 0.390, 0.449, -0.863, -0.374, 0.079, -0.146, -1.269, 0.301, 0.398, -0.637, -0.395, -0.587, 0.495, -0.625, 0.297, 0.279, 0.150, 0.484, 0.449, 0.464, 0.434, 0.413, 0.039, 0.429, 0.386, 0.252, 0.225, 0.451, 0.433, -0.269, 0.377, 0.360, 0.422]
}

=====

No. 4
{
  "formula": "C9H18N4",
  "method": "ωB97M-V/def2-TZVPD",
  "total_energy_ha": -572.59328,
  "e_above_lowest_kj_mol": 379.8,
  "orbital_gap_ha": 0.36548,
  "total_charge": 0,
  "lumo_energy_ev": 0.855,
  "symbols": ["C", "C", "C", "C", "C", "C", "C", "C", "C", "N", "N", "N", "N", "H", "H", "H", "H", "H", "H", "H", "H", "H", "H", "H", "H", "H", "H", "H", "H", "H", "H"],
  "coordinates": [[1.35051, -0.58565, 1.55420], [-3.47141, 1.02341, 0.21621], [-1.32450, 2.47744, -0.28074], [-1.75589, 1.36562, 1.99861], [2.42960, -1.79882, -1.80825], [1.90427, 0.64538, -0.89729], [0.01400, -1.02083, -1.17026], [-2.13336, 1.62479, 0.72794], [1.53568, -0.90933, -0.88453], [1.21182, -1.46728, 2.54531], [1.33111, -2.78508, 2.03590], [1.56089, -2.68501, 0.83274], [1.62143, -1.39800, 0.54334], [-3.74701, 0.09214, 0.79946], [-4.23534, 1.88648, 0.32944], [-3.28003, 0.80693, -0.80626], [-1.12279, 1.80922, -1.12174], [-1.95738, 3.30586, -0.64422], [-0.30614, 2.64748, 0.20606], [0.64192, -1.20349, 3.37402], [-0.80160, 1.66671, 2.27668], [-2.36559, 0.66815, 2.68992], [2.65583, -2.75184, -1.21651], [1.76799, -2.14792, -2.60745], [3.34253, -1.25061, -2.07246], [1.37109, 1.13033, -0.09833], [3.06499, 0.66767, -0.65077], [1.79477, 1.11203, -1.97985], [-0.47567, -0.42749, -0.46434], [-0.15066, -0.44154, -2.18999], [-0.47106, -2.05676, -1.23685]],
  "mulliken_charge": [-0.565, -1.203, -0.869, -0.948, -1.322, -1.302, -1.308, 0.734, 1.424, 0.120, -0.548, -0.405, 0.756, 0.332, 0.313, 0.320, 0.160, 0.376, 0.242, 0.324, 0.350, 0.205, 0.346, 0.311, 0.346, 0.258, 0.403, 0.298, 0.199, 0.336, 0.316]
}

=====

No. 5
{
  "formula": "C18H35BiN2S",
  "method": "ωB97M-V/def2-TZVPD",
  "total_energy_ha": -1428.51883,
  "e_above_lowest_kj_mol": 104.7,
  "orbital_gap_ha": [0.22752, 0.22758],
  "total_charge": 2,
  "lumo_energy_ev": [-7.778, -7.777],
  "symbols": ["C", "H", "H", "H", "C", "H", "H", "C", "H", "H", "H", "C", "C", "C", "C", "C", "C", "C", "C", "C", "C", "Bi", "H", "H", "H", "H", "H", "H", "H", "H", "H", "H", "H", "H", "H", "H", "H", "C", "N", "C", "C", "S", "N", "C", "C", "H", "H", "H", "H", "H", "H", "H", "H", "H", "H", "H", "H"],
  "coordinates": [[-3.32921, 0.31313, -0.85321], [-3.82982, 1.28453, -0.73687], [-3.56088, -0.11023, -1.83953], [-2.18892, 0.67478, -0.96383], [-3.84497, -0.61718, 0.25706], [-3.19363, -1.49670, 0.42302], [-3.89182, -0.09000, 1.22376], [-5.27828, -1.14168, -0.02260], [-5.59280, -1.87497, 0.73168], [-6.01314, -0.32497, 0.00050], [-5.35322, -1.62832, -1.00532], [1.46990, -1.54499, -0.80810], [0.64617, -2.70400, -0.74018], [-0.34975, -2.60633, -1.74924], [-0.16755, -1.38156, -2.44964], [0.97927, -0.71659, -1.88200], [1.76284, 0.35802, -2.54116], [-0.83721, -1.01601, -3.72424], [-1.31405, -3.66853, -2.12828], [0.88694, -3.87754, 0.13597], [2.76205, -1.35943, -0.10016], [-0.86002, -0.19980, 0.11253], [-0.63481, 0.02618, -4.01154], [-0.47502, -1.65743, -4.54893], [-1.93010, -1.14734, -3.66461], [1.17150, 0.89549, -3.29494], [2.14117, 1.10250, -1.82592], [2.63935, -0.07113, -3.06363], [2.74583, -1.82694, 0.89638], [3.59073, -1.82381, -0.66784], [3.00968, -0.29429, 0.03268], [-0.04327, -4.42835, 0.33181], [1.59612, -4.58315, -0.33067], [1.31548, -3.57499, 1.10291], [-2.28175, -3.24274, -2.43347], [-0.93613, -4.26295, -2.97859], [-1.49435, -4.36446, -1.29781], [-0.68824, 1.63147, 2.98960], [0.57333, 2.34733, 2.79598], [0.80374, 3.45251, 3.73577], [1.12532, 2.42832, 1.55270], [0.17299, 2.16296, 0.10167], [2.41020, 2.79435, 1.44397], [3.34331, 2.62684, 2.56299], [3.02679, 3.01861, 0.13734], [-0.85303, 1.55016, 4.06854], [-0.61173, 0.60845, 2.56949], [-1.53416, 2.16663, 2.52549], [1.60479, 3.19802, 4.43994], [1.05689, 4.38538, 3.21369], [-0.11487, 3.60750, 4.30896], [4.27002, 2.17597, 2.18910], [3.59358, 3.60144, 3.00668], [2.91848, 1.97297, 3.33066], [3.25983, 2.07096, -0.37169], [2.36373, 3.62082, -0.49296], [3.96273, 3.56113, 0.30608]],
  "mulliken_charge": [-0.707, 0.400, 0.344, 0.142, -0.239, 0.366, 0.287, -1.452, 0.382, 0.359, 0.365, 0.296, 0.680, 0.579, 0.468, 0.684, -1.111, -1.607, -1.587, -1.795, -1.289, 1.113, 0.402, 0.351, 0.342, 0.416, -0.058, 0.345, 0.394, 0.349, 0.061, 0.444, 0.325, 0.381, 0.329, 0.327, 0.404, -1.030, 0.070, -1.165, 0.513, -0.345, 0.116, -1.213, -1.119, 0.537, 0.109, 0.367, 0.319, 0.363, 0.515, 0.457, 0.350, 0.462, 0.291, 0.452, 0.461]
}

=====

No. 6
{
  "formula": "C2H4O3",
  "method": "ωB97M-V/def2-TZVPD",
  "total_energy_ha": -304.28260,
  "smiles": "O=CO.C=O",
  "e_above_lowest_kj_mol": 155.1,
  "orbital_gap_ha": 0.39617,
  "total_charge": 0,
  "lumo_energy_ev": 0.447,
  "symbols": ["C", "C", "O", "O", "O", "H", "H", "H", "H"],
  "coordinates": [[-0.60708, -0.36328, 1.32816], [0.33455, -0.03630, -1.32803], [-0.88654, -1.27843, 0.53114], [1.06423, 0.53696, -0.22073], [-0.32564, 0.67383, -2.03905], [0.93470, 1.49962, -0.32287], [-1.18352, 0.57583, 1.32886], [0.03609, -0.52944, 2.20450], [0.63321, -1.07879, -1.48197]],
  "mulliken_charge": [0.002, 0.282, -0.485, -0.474, -0.476, 0.312, 0.242, 0.246, 0.350]
}